Molecular formula: C22H19N3O3PS5SbZn
Method: DFT, wB97M-V/def2-TZVPD

Results
relative energy (zero: lowest compared OMol25 entry of this formula, charge and spin) = 2.6 kcal/mol
LUMO level = 3.23 eV
HOMO level = -2.63 eV
net charge = -2

XYZ file:
```
55
C22H19N3O3PS5SbZn | OMol25 | wB97M-V/def2-TZVPD
Zn -0.602 0.126 1.440
S -0.452 4.434 3.193
Sb -1.714 2.547 2.956
S -0.425 0.598 3.639
S -1.734 1.938 0.601
S -3.805 2.475 3.828
C 2.618 -1.414 0.115
P 1.493 0.029 0.112
C 1.037 0.126 -1.652
C 0.564 -1.027 -2.280
C 0.145 -0.988 -3.601
C 0.181 0.209 -4.302
C 0.632 1.362 -3.677
C 1.056 1.324 -2.356
C 2.562 1.462 0.406
C 1.968 2.608 0.928
C 2.734 3.736 1.183
C 4.097 3.720 0.926
C 4.698 2.576 0.414
C 3.934 1.448 0.153
H 3.160 -1.444 1.060
H 3.316 -1.395 -0.720
H 2.018 -2.321 0.036
H 0.516 -1.968 -1.740
H -0.211 -1.893 -4.077
H -0.151 0.244 -5.332
H 0.646 2.302 -4.214
H 1.392 2.231 -1.866
H 0.903 2.643 1.141
H 2.242 4.598 1.612
H 4.698 4.597 1.135
H 5.764 2.557 0.221
H 4.414 0.563 -0.244
O 0.182 -7.780 -2.300
S -1.028 -8.266 -2.929
O -0.912 -8.541 -4.348
O -1.754 -9.269 -2.166
C -2.181 -6.853 -2.856
N -3.313 -6.959 -3.561
C -4.162 -5.950 -3.461
C -3.920 -4.829 -2.681
C -2.715 -4.812 -1.999
N -1.853 -5.822 -2.088
C -2.302 -3.682 -1.120
C -2.865 -2.416 -1.211
C -2.417 -1.406 -0.377
N -1.460 -1.609 0.528
C -0.926 -2.830 0.633
C -1.305 -3.887 -0.168
H -5.084 -6.037 -4.028
H -4.645 -4.032 -2.606
H -3.628 -2.190 -1.944
H -2.803 -0.394 -0.427
H -0.163 -2.951 1.394
H -0.842 -4.860 -0.081
```



Molecular formula: C28H37NO5Si2Ti
Method: DFT, wB97M-V/def2-TZVPD

Results
multiplicity = 2
relative energy (zero: lowest compared OMol25 entry of this formula, charge and spin) = 47.5 kcal/mol
LUMO level (alpha / beta) = 2.30 / 2.30 eV
HOMO level (alpha / beta) = -3.96 / -4.47 eV
net charge = -1

XYZ file:
```
74
C28H37NO5Si2Ti | OMol25 | wB97M-V/def2-TZVPD
Ti -0.477 -0.182 0.691
O -0.506 -2.082 4.576
C -0.657 -1.022 3.783
O -0.538 -1.103 2.589
C -0.993 0.239 4.554
O -1.049 1.372 3.755
C 0.178 2.091 3.670
C 1.280 1.336 2.901
O 2.386 1.232 3.421
O 0.933 0.902 1.753
H -0.276 -2.836 4.013
H -0.259 0.322 5.365
H -1.976 0.073 5.005
H 0.535 2.339 4.673
H -0.063 3.001 3.122
C 4.170 -0.008 0.295
Si 2.769 -1.218 -0.041
C 3.517 -2.682 -0.996
C 2.334 -2.020 1.617
C 1.405 -0.481 -1.084
C 0.417 -1.424 -1.451
C 0.010 -1.840 -2.759
C -0.738 -2.972 -2.900
C -1.186 -3.688 -1.768
C -0.951 -3.129 -0.543
N -0.237 -2.001 -0.387
Si 1.946 0.859 -2.278
C 3.480 0.342 -3.282
C 2.420 2.447 -1.369
C 0.645 1.274 -3.590
H 4.988 -0.571 0.757
H 3.861 0.768 0.993
H 4.564 0.451 -0.611
H 4.216 -3.229 -0.357
H 4.048 -2.378 -1.898
H 2.726 -3.375 -1.297
H 3.272 -2.424 2.011
H 1.629 -2.844 1.489
H 1.948 -1.319 2.352
H 0.385 -1.313 -3.624
H -0.978 -3.330 -3.895
H -1.760 -4.599 -1.860
H -1.376 -3.537 0.368
H 4.376 0.240 -2.670
H 3.677 1.116 -4.032
H 3.318 -0.601 -3.808
H 3.487 2.656 -1.471
H 2.189 2.372 -0.307
H 1.864 3.294 -1.775
H 0.838 0.734 -4.521
H 0.697 2.343 -3.815
H -0.376 1.071 -3.268
C -2.001 3.872 -1.927
C -1.013 3.974 -0.960
C -0.602 2.845 -0.258
C -1.154 1.574 -0.469
C -2.170 1.521 -1.437
C -2.580 2.631 -2.164
H -2.321 4.744 -2.485
H -0.551 4.935 -0.753
H 0.190 2.962 0.476
H -2.670 0.576 -1.631
H -3.360 2.530 -2.912
C -5.514 -0.750 1.295
C -4.858 -1.440 0.288
C -3.484 -1.298 0.117
C -2.687 -0.471 0.922
C -3.399 0.227 1.912
C -4.769 0.095 2.106
H -6.584 -0.855 1.436
H -5.414 -2.093 -0.378
H -3.037 -1.847 -0.707
H -2.874 0.931 2.550
H -5.258 0.671 2.886
```